(w)
DFT (ωB97M-V/def2-TZVPD) results for a structure of composition C34H50BrCsN8O3S.

## Properties
2S+1 = 1
gap between HOMO and LUMO = 0.23470 Ha
HOMO = -0.22835 Eh

Structure (XYZ):
```
98
Properties=species:S:1:pos:R:3:mulliken_charge:R:1
H -4.919 -3.758 -1.540 0.460
H 4.832 -3.243 -2.526 0.185
H -3.625 -3.614 3.595 0.252
H 4.375 -2.769 2.133 0.492
H -1.420 -0.964 6.374 0.327
C -2.148 3.432 5.014 0.776
H -3.083 3.282 6.981 0.418
N -1.586 0.806 5.283 0.265
H -1.936 5.073 4.092 0.385
H 4.221 -4.567 -5.990 0.453
H -4.529 -5.082 3.160 0.346
C -5.215 0.194 -2.442 -0.583
H -0.745 2.896 -0.171 -0.457
H -2.785 -4.979 2.831 0.314
H 5.679 -1.217 -5.147 0.362
C -1.204 1.510 4.129 -0.253
H -6.152 -1.564 -1.615 0.497
C 4.256 -4.211 -0.095 -1.710
H 6.109 -2.718 -4.324 0.298
O 2.221 -0.465 -0.071 -1.481
H 0.394 5.695 1.898 0.397
C 3.508 -2.070 -3.699 -0.286
N -1.901 5.309 3.061 -0.418
H -3.073 2.768 0.003 0.238
H 0.489 3.936 1.986 0.237
H -0.453 3.648 -1.753 0.671
C -3.042 0.604 -1.565 -0.522
H 2.795 -4.409 -4.947 0.355
H -3.982 1.869 -3.014 0.476
H -3.372 5.331 0.864 0.418
C 4.044 -2.499 -2.485 0.362
N -3.114 3.395 -0.795 -0.314
C -4.611 -3.625 -0.519 -0.387
H 3.715 -2.470 -7.143 0.427
N -3.087 -0.472 -0.788 -0.030
H 4.392 -4.641 -4.232 0.299
H -2.545 0.835 7.120 0.343
H 1.996 4.240 -1.130 0.349
C -2.305 5.300 0.621 -1.338
C 5.850 -2.271 -0.045 -1.651
H 2.756 -2.560 1.440 0.277
Br 0.723 0.667 -2.275 -0.373
Cs 0.275 0.141 1.074 1.410
N -4.199 -2.388 -0.034 0.421
N 1.708 4.228 -0.159 -0.648
N -4.011 -3.821 1.585 0.171
C -4.484 -4.508 0.481 -0.636
H 2.001 -0.740 -4.511 0.542
C 3.656 -2.052 -1.228 -0.416
H -1.862 -1.180 4.658 0.091
C 3.852 -4.156 -5.046 -1.623
S -3.340 -1.304 2.330 -0.395
C 2.110 -0.656 -2.392 -0.105
H 0.307 5.700 -0.458 0.395
H 5.939 -1.185 0.017 0.360
H 6.337 -2.598 -0.964 0.289
H -2.133 1.190 -1.519 0.813
C -4.076 0.979 -2.409 -0.879
C 4.039 -2.632 -5.015 2.014
C 2.494 -1.123 -3.628 -0.348
H -1.969 6.331 0.462 0.416
C -2.265 1.437 6.267 0.104
C -1.251 -0.611 5.360 -0.719
C -0.722 3.837 -0.712 0.024
H -2.440 6.152 2.907 0.261
H -6.050 0.451 -3.080 0.413
H -1.804 3.629 1.862 -0.262
H 2.243 -2.264 -6.188 0.385
H 4.763 -4.620 -0.969 0.323
C 3.803 -2.266 1.348 -1.740
C -3.719 -4.416 2.868 -0.889
O -2.384 4.723 4.897 -0.762
C 3.311 -2.041 -6.224 -2.141
H -1.072 5.568 3.580 0.501
H 3.441 -0.958 -6.271 0.392
H 6.385 -2.710 0.802 0.448
C -5.276 -0.930 -1.634 -0.685
C 0.333 4.697 -0.019 -0.342
H -2.251 5.115 -1.523 0.407
H 4.703 -4.666 0.793 0.459
C 4.369 -2.678 -0.017 1.852
H 1.792 3.267 0.156 0.209
C 2.651 -1.036 -1.138 0.796
C -0.012 4.769 1.483 -1.327
N -1.513 2.822 4.051 -0.112
C -2.121 4.461 -0.657 -0.569
C 5.532 -2.299 -5.150 -1.641
H 5.931 -2.701 -6.084 0.457
C -2.568 2.756 6.194 -1.075
H 3.207 -4.508 -0.144 0.370
C -4.180 -1.213 -0.832 0.392
C -1.526 4.683 1.770 1.213
C -3.825 -2.502 1.281 -0.077
H 3.871 -1.192 1.495 0.309
O -0.576 0.927 3.250 -0.763
H -0.207 -0.746 5.087 0.274
H -4.684 -5.564 0.509 0.464
H -4.051 3.778 -0.835 0.300
```

=====

(x)
DFT (ωB97M-V/def2-TZVPD) results for a structure of composition C34H50BrCsN8O3S.

## Properties
2S+1 = 1
gap between HOMO and LUMO = 0.17382 Ha
HOMO = -0.21523 Eh

Structure (XYZ):
```
98
Properties=species:S:1:pos:R:3:mulliken_charge:R:1
C 2.604 -4.335 -1.047 -0.883
C 3.780 1.396 1.395 -0.175
C -5.078 -4.213 0.899 2.158
H 1.746 -4.583 -3.717 0.429
C 2.803 -0.121 -3.537 -0.077
C -0.517 4.823 -1.544 0.577
C 2.681 4.156 1.556 -1.343
H 4.350 -0.513 -4.972 0.494
C 2.101 3.141 0.547 -0.205
H 2.684 -5.330 -1.476 0.328
H -5.828 -3.613 2.864 0.335
H 3.975 2.568 -0.378 0.469
H 2.486 2.836 3.252 0.217
Br -0.688 -2.733 -1.779 -0.156
C -1.221 2.989 -2.862 0.096
H -1.190 6.794 -2.241 0.410
H -2.389 5.834 -4.228 0.288
C -3.218 -2.921 2.123 0.321
N -1.877 3.880 -3.744 0.198
H -1.109 0.359 4.324 0.478
H 3.002 5.031 4.050 0.386
H 0.207 -1.714 4.820 0.470
N 1.995 0.710 -2.922 0.331
C -0.132 -2.142 3.867 -1.764
H -3.455 -1.491 4.545 0.380
H 0.578 -1.889 3.083 0.249
H 4.598 0.770 1.039 0.502
H 1.350 2.696 -2.850 0.308
N 2.571 -3.370 -2.129 0.344
C -1.730 -2.727 -0.151 0.357
H -3.810 -3.005 3.026 0.317
H 2.717 1.369 -0.494 -0.235
S 3.655 -1.342 -0.678 -0.460
C -2.466 -1.940 4.679 -2.339
C -3.711 -3.524 0.961 -0.277
H 1.879 4.838 1.861 0.525
C 2.977 2.472 -4.203 -1.062
O -1.310 1.790 -3.162 -0.739
H -4.931 -5.140 2.871 0.420
C 3.165 2.095 0.186 -0.426
H 2.986 3.530 -4.444 0.494
N 3.761 4.413 3.758 -0.087
C 3.255 3.406 2.732 -0.113
H 3.475 4.746 1.074 0.461
Cs -0.542 0.528 -0.853 1.332
H 0.978 2.111 1.953 0.045
C -1.208 5.735 -2.447 -1.162
H 1.702 -4.243 -0.444 0.260
C 3.717 0.240 -4.521 -0.604
C 2.945 -2.071 -1.999 -0.012
H 4.145 3.944 4.579 0.392
H -1.872 2.786 -5.541 0.286
C 2.074 1.996 -3.264 -0.140
H 4.835 2.000 3.207 0.533
N 0.892 2.493 1.021 -0.155
H -0.160 -3.230 3.981 0.357
C -1.854 5.226 -3.510 0.133
H -5.941 -6.075 0.180 0.449
H -3.041 4.121 -5.454 0.299
C 2.185 -2.463 -4.102 -0.311
C 3.816 1.582 -4.854 -0.644
H 1.818 3.724 -0.327 0.199
C -1.534 -1.607 3.511 2.346
O -0.165 -1.341 0.987 -0.861
C -1.216 -2.066 0.998 0.214
H -3.329 2.605 -4.576 0.296
N 2.705 -1.507 -3.220 0.635
N -0.545 3.480 -1.802 0.043
H 4.519 1.920 -5.603 0.417
H 4.495 4.990 3.343 0.380
H -3.240 -3.880 -1.109 0.268
C 4.378 2.474 2.329 -1.379
C -5.628 -4.524 2.294 -2.064
H 0.074 3.081 0.906 0.467
C -6.076 -3.289 0.183 -1.574
H 3.470 -4.121 -0.425 0.319
H -6.572 -5.069 2.206 0.444
H -5.712 -3.026 -0.814 0.334
C -2.570 3.315 -4.895 -0.965
H 3.226 -0.217 2.551 0.369
H -4.769 -5.378 -0.932 0.323
H -4.207 -6.179 0.539 0.385
H 2.057 0.264 1.553 -0.074
O 0.101 5.263 -0.553 -0.727
H -0.825 0.224 2.570 0.195
H -2.485 0.326 3.204 0.326
H -2.041 -1.540 5.605 0.446
C -2.926 -3.425 -0.178 -0.828
C -1.483 -0.074 3.388 -1.595
C 2.094 -3.609 -3.416 -0.791
C -4.989 -5.538 0.125 -1.740
H 5.154 3.036 1.796 0.394
C -2.019 -2.229 2.193 -0.603
H -7.053 -3.775 0.075 0.418
H -6.210 -2.361 0.744 0.342
H -2.593 -3.018 4.813 0.429
N 2.795 0.612 2.161 -0.319
H 1.914 -2.216 -5.114 0.469
```

=====

Least stable = (w)

=====

(w)
DFT (ωB97M-V/def2-TZVPD) results for a cluster of 2 separate species, C5H14NO2 in total.

## Properties
2S+1 = 2
gap between HOMO and LUMO (spin up / spin down) = 0.38111 / 0.27377 Ha
HOMO (spin up / spin down) = -0.34870 / -0.34853 Eh

Structure (XYZ):
```
22
Properties=species:S:1:pos:R:3:mulliken_charge:R:1
H 1.847 0.773 0.200 0.325
C -1.071 0.873 0.336 -0.846
O 0.910 -1.232 1.044 -0.411
H 1.900 1.547 -1.401 0.383
C -0.007 0.740 -0.775 0.966
H 0.055 1.524 -2.668 0.259
H -0.627 -2.112 2.096 0.298
C 1.326 1.432 -0.479 -1.349
H 1.594 -2.068 -1.008 0.373
H 1.102 2.421 -0.091 0.375
H -0.674 1.647 0.997 0.310
H -1.259 1.930 -1.905 0.234
H 1.083 -3.042 -0.152 0.351
H 0.186 -0.318 -0.949 -0.277
H -2.015 1.202 -0.071 0.408
O 1.687 -3.017 -0.892 -0.647
N -0.651 1.133 -2.052 -0.761
H 0.134 -0.562 2.679 0.330
H -2.177 -0.147 1.785 0.379
H -1.771 -1.148 0.392 0.331
C -0.192 -1.150 1.810 -0.302
C -1.381 -0.426 1.104 -0.728
```

=====

(x)
DFT (ωB97M-V/def2-TZVPD) results for a cluster of 2 separate species, C5H14NO2 in total.

## Properties
2S+1 = 2
gap between HOMO and LUMO (spin up / spin down) = 0.37344 / 0.24760 Ha
HOMO (spin up / spin down) = -0.34345 / -0.34288 Eh

Structure (XYZ):
```
22
Properties=species:S:1:pos:R:3:mulliken_charge:R:1
H -0.078 -1.206 1.197 0.228
C 0.962 1.206 0.256 -1.315
H -0.859 1.046 -0.772 0.496
O -1.602 -0.013 1.677 -0.440
C -0.158 0.332 -0.308 0.081
C -0.856 -0.617 0.710 -0.330
N 0.299 -0.297 -1.559 -0.417
H -0.412 -0.920 -1.921 0.297
H 0.849 1.265 1.347 0.329
H 2.046 -3.021 -0.844 0.297
O -2.270 2.210 1.115 -0.660
H 2.953 -1.669 -0.055 0.240
H -1.482 -1.332 0.121 0.322
H 1.281 -2.062 0.349 0.225
H -2.180 1.181 1.284 0.368
H -1.463 2.662 0.854 0.287
H 1.943 0.802 -0.001 0.421
H 1.544 -1.624 -2.565 0.462
H 0.910 2.233 -0.104 0.267
C 1.991 -1.982 -0.468 -0.694
H 2.376 -0.371 -1.908 0.388
C 1.572 -1.050 -1.615 -0.850
```

=====

Least stable = (x)

=====

(w)
DFT (ωB97M-V/def2-TZVPD) results for the molecule C8H6N2O2.

## Properties
2S+1 = 1
SMILES string = O=C(O)c1cn2ccccc2n1
gap between HOMO and LUMO = 0.32205 Ha
HOMO = -0.31892 Eh

Structure (XYZ):
```
18
Properties=species:S:1:pos:R:3:mulliken_charge:R:1
C -1.855 0.500 -0.750 -0.568
C -2.528 -0.601 -1.028 -0.205
N 0.116 -0.755 -0.142 0.138
N 0.315 1.435 0.160 -0.679
H -2.421 1.480 -0.498 0.261
C -1.813 -1.778 -1.034 -0.598
C 1.283 -0.610 0.498 -0.261
C -0.502 0.460 -0.270 0.365
H 0.206 -2.841 -0.264 0.260
H 1.450 3.058 1.175 0.426
H -3.587 -0.475 -1.083 0.396
H -2.398 -2.707 -1.129 0.310
C -0.481 -1.911 -0.517 0.068
C 2.639 1.530 1.102 0.368
H 2.036 -1.388 0.681 0.366
O 2.453 2.815 1.277 -0.504
C 1.388 0.789 0.614 0.409
O 3.700 0.995 1.209 -0.551
```

=====

(x)
DFT (ωB97M-V/def2-TZVPD) results for a structure of composition C8H6N2O2.

## Properties
2S+1 = 1
gap between HOMO and LUMO = 0.32913 Ha
HOMO = -0.32350 Eh

Structure (XYZ):
```
18
Properties=species:S:1:pos:R:3:mulliken_charge:R:1
C 2.697 -0.311 0.030 -0.242
N -2.241 -1.223 -0.325 -0.258
H 2.417 -2.546 0.678 0.150
C -1.555 -0.061 -0.329 0.455
C 0.467 -1.524 -0.037 -0.730
H 3.802 -0.556 0.148 0.306
C -3.630 0.418 0.019 0.092
C -0.115 -0.174 -0.140 0.333
O -2.383 0.978 0.071 -0.227
N -3.547 -0.818 -0.006 -0.472
C 1.883 -1.493 -0.032 -0.480
H 0.868 2.715 0.206 0.322
H -4.321 1.195 0.412 0.328
H -0.114 -2.316 0.033 0.675
H 2.792 1.741 -0.251 0.437
C 2.156 0.930 -0.214 -1.044
O 0.154 2.135 -0.049 -0.491
C 0.670 0.910 -0.215 0.847
```

=====

Least stable = (x)